Record 1
{"formula": "C33H72Cl14N2PS2", "method": "the ωB97M-V functional and the def2-TZVPD basis", "symbols": ["C", "C", "C", "C", "C", "C", "C", "C", "N", "C", "C", "C", "C", "C", "C", "C", "C", "C", "S", "S", "C", "C", "C", "P", "C", "C", "C", "C", "C", "C", "N", "H", "H", "H", "H", "H", "H", "H", "H", "H", "H", "H", "H", "H", "H", "H", "H", "H", "H", "H", "H", "H", "H", "H", "H", "H", "H", "H", "H", "H", "H", "H", "H", "H", "H", "H", "H", "H", "H", "H", "H", "H", "H", "H", "H", "H", "H", "H", "H", "H", "H", "H", "H", "H", "H", "H", "H", "H", "H", "C", "Cl", "Cl", "H", "H", "C", "Cl", "Cl", "H", "H", "C", "Cl", "Cl", "H", "H", "C", "Cl", "Cl", "H", "H", "C", "Cl", "Cl", "H", "H", "C", "Cl", "Cl", "H", "H", "C", "Cl", "Cl", "H", "H"], "positions_angstrom": [[2.427, -2.549, 3.192], [3.481, -2.758, 2.075], [4.358, -1.499, 1.845], [3.852, -0.704, 0.627], [4.069, 0.829, 0.722], [4.541, 1.454, -0.603], [3.560, 2.460, -1.226], [2.061, 2.072, -1.169], [1.392, 2.063, -2.485], [0.092, 2.728, -2.428], [0.246, 4.266, -2.294], [-0.270, 4.824, -0.964], [-1.790, 5.130, -1.010], [-2.619, 4.349, 0.037], [-3.354, 5.245, 1.056], [-2.993, 4.954, 2.506], [-3.360, 3.528, 2.960], [1.496, 0.926, -3.219], [2.567, -0.281, -2.929], [0.520, 0.728, -4.716], [-1.124, 0.212, -4.164], [-1.120, -1.092, -3.324], [-1.454, -0.825, -1.864], [-1.073, -2.260, -0.621], [-0.535, -0.996, 0.752], [-1.723, -3.616, -1.839], [-2.173, -4.939, -1.197], [-3.664, -5.005, -0.819], [-4.009, -4.448, 0.579], [-5.013, -3.294, 0.499], [-4.882, -2.354, 1.625], [2.496, -3.349, 3.926], [2.567, -1.576, 3.662], [1.427, -2.526, 2.763], [4.109, -3.628, 2.256], [2.937, -2.934, 1.149], [5.356, -1.857, 1.580], [4.409, -0.883, 2.739], [2.786, -0.878, 0.470], [4.338, -1.115, -0.257], [3.111, 1.246, 1.030], [4.769, 1.028, 1.533], [5.461, 2.009, -0.392], [4.803, 0.717, -1.352], [3.681, 3.453, -0.791], [3.815, 2.575, -2.280], [1.568, 2.866, -0.614], [1.876, 1.155, -0.612], [-0.526, 2.531, -3.296], [-0.461, 2.345, -1.566], [-0.248, 4.756, -3.131], [1.319, 4.458, -2.359], [0.302, 5.705, -0.680], [-0.131, 4.108, -0.155], [-2.182, 4.958, -2.011], [-1.912, 6.190, -0.796], [-3.377, 3.770, -0.492], [-2.007, 3.617, 0.561], [-4.431, 5.095, 0.947], [-3.187, 6.302, 0.859], [-1.934, 5.137, 2.698], [-3.536, 5.657, 3.141], [-2.504, 2.989, 3.361], [-4.125, 3.561, 3.733], [-3.757, 2.924, 2.145], [-1.673, 0.975, -3.614], [-1.676, 0.053, -5.090], [-0.160, -1.598, -3.423], [-1.883, -1.730, -3.770], [-2.489, -0.489, -1.737], [-0.818, 0.014, -1.551], [-2.449, -2.156, -0.068], [-0.755, -3.331, 0.355], [0.308, -2.359, -1.135], [-0.822, -1.421, 1.718], [0.556, -0.890, 0.746], [-1.044, -0.031, 0.672], [-0.961, -3.854, -2.587], [-2.596, -3.211, -2.362], [-1.546, -5.205, -0.343], [-2.042, -5.725, -1.946], [-4.220, -4.483, -1.597], [-3.955, -6.059, -0.863], [-4.371, -5.227, 1.249], [-3.091, -4.019, 0.983], [-4.799, -2.757, -0.426], [-6.036, -3.679, 0.448], [-4.899, -1.411, 1.258], [-3.990, -2.466, 2.087], [-2.223, 9.774, 0.338], [-1.513, 8.653, 1.506], [-2.964, 8.934, -1.031], [-2.986, 10.358, 0.839], [-1.438, 10.417, -0.040], [-2.442, -8.415, -4.023], [-2.657, -6.848, -4.804], [-3.637, -8.694, -2.750], [-2.547, -9.192, -4.770], [-1.453, -8.444, -3.580], [1.527, 7.476, -2.882], [1.905, 8.621, -4.179], [0.208, 8.051, -1.857], [1.233, 6.535, -3.327], [2.411, 7.345, -2.270], [4.264, -7.019, 1.324], [4.738, -5.775, 0.168], [2.689, -6.681, 2.049], [4.213, -7.970, 0.808], [5.007, -7.054, 2.113], [8.117, -4.223, 1.236], [7.767, -2.492, 1.243], [7.120, -5.103, 2.395], [7.912, -4.617, 0.246], [9.160, -4.363, 1.492], [-7.912, -1.449, 2.674], [-8.569, -0.025, 3.506], [-8.210, -2.928, 3.591], [-8.394, -1.537, 1.708], [-6.841, -1.325, 2.549], [6.070, -0.145, 5.602], [6.829, -1.230, 4.435], [6.007, 1.521, 5.010], [5.057, -0.486, 5.780], [6.645, -0.163, 6.520]], "atomic_forces_ev_per_a": [[0.268, -0.095, -0.613], [-0.193, 0.799, 0.261], [-0.369, -0.833, -0.949], [-0.083, 0.434, 0.405], [0.004, -0.932, -0.372], [0.124, 0.953, 0.488], [-0.200, -0.475, -0.490], [0.438, 0.924, 0.039], [-0.850, -0.885, 0.346], [-0.453, 1.086, 0.035], [0.612, -0.592, 0.658], [-0.619, -0.061, -0.276], [0.417, 0.057, 0.750], [-0.438, 0.324, -0.360], [-0.087, -0.242, 0.135], [-0.199, -0.105, 0.310], [0.008, 0.036, -0.018], [0.239, -0.505, -0.301], [0.234, 0.107, 0.162], [-0.108, 0.607, -0.339], [-0.136, -0.655, 0.418], [-0.629, 0.426, -0.222], [0.725, 0.001, -0.077], [-0.182, -0.016, 0.470], [-0.106, -0.349, 0.045], [-0.121, -0.257, 0.356], [-0.289, 0.091, -0.479], [0.344, -0.493, 0.451], [-0.020, 0.597, -0.485], [0.438, 0.080, 0.094], [-0.617, 0.000, 0.231], [-0.170, 0.070, 0.216], [0.079, -0.042, 0.279], [-0.122, -0.166, 0.102], [-0.025, -0.066, 0.180], [0.106, -0.300, -0.143], [-0.011, 0.360, 0.408], [0.050, 0.055, 0.137], [-0.051, -0.119, 0.036], [0.047, 0.089, -0.152], [0.054, 0.275, 0.125], [0.160, 0.130, -0.052], [0.069, 0.003, -0.135], [-0.148, -0.334, 0.069], [0.008, -0.016, 0.226], [0.060, 0.024, -0.068], [-0.143, -0.057, 0.085], [-0.020, -0.303, -0.308], [0.428, -0.257, -0.123], [-0.019, -0.105, 0.049], [0.019, 0.142, -0.059], [0.042, 0.122, -0.208], [-0.116, 0.073, -0.024], [0.304, -0.195, -0.072], [0.012, -0.028, -0.081], [-0.117, 0.108, -0.198], [0.048, -0.170, -0.022], [0.132, 0.001, 0.022], [-0.069, 0.026, 0.039], [0.134, 0.068, -0.151], [0.095, 0.047, -0.185], [0.062, 0.130, 0.008], [0.029, -0.035, 0.052], [-0.031, -0.090, 0.066], [-0.001, 0.006, -0.093], [0.160, 0.182, -0.042], [0.194, 0.069, -0.244], [0.059, -0.051, 0.051], [0.065, -0.227, 0.019], [-0.133, -0.084, -0.049], [0.023, 0.002, 0.111], [-0.151, 0.023, 0.031], [-0.027, -0.063, 0.041], [0.028, 0.163, -0.199], [-0.019, -0.106, 0.044], [0.014, 0.244, -0.055], [0.150, 0.150, -0.119], [0.115, 0.187, -0.062], [0.029, 0.130, -0.125], [0.037, 0.043, 0.098], [0.185, -0.151, -0.007], [-0.198, 0.007, -0.026], [-0.173, 0.010, -0.049], [0.044, -0.058, 0.090], [0.080, -0.121, 0.174], [-0.068, -0.031, -0.140], [-0.061, 0.023, -0.013], [0.225, 0.026, 0.052], [0.106, 0.009, -0.167], [0.026, 0.086, -0.025], [0.008, 0.014, 0.013], [-0.091, 0.070, 0.053], [-0.038, -0.066, 0.020], [0.037, -0.061, -0.030], [0.076, -0.005, -0.019], [0.005, 0.009, -0.034], [0.004, -0.043, 0.008], [-0.066, 0.012, -0.005], [-0.027, 0.067, 0.069], [0.088, 0.001, 0.045], [0.028, -0.014, -0.001], [0.037, 0.156, -0.131], [-0.067, 0.019, -0.053], [0.003, 0.067, 0.007], [0.016, -0.031, 0.084], [-0.082, -0.025, -0.274], [0.016, -0.022, 0.014], [-0.054, 0.023, -0.043], [-0.003, 0.065, 0.005], [0.041, 0.001, -0.171], [0.230, -0.078, -0.074], [0.166, -0.006, 0.306], [-0.091, 0.040, 0.003], [-0.019, -0.007, 0.084], [0.095, 0.049, -0.053], [-0.022, 0.044, -0.048], [0.015, -0.022, -0.045], [-0.103, -0.003, 0.049], [0.012, -0.168, 0.124], [-0.054, -0.081, 0.031], [0.069, -0.037, 0.064], [-0.016, 0.027, 0.029], [-0.020, 0.025, -0.081], [0.050, 0.039, -0.029]], "lowdin_charge": [-0.09, -0.25, -0.23, -0.20, -0.18, -0.22, -0.18, -0.19, -0.17, -0.18, -0.18, -0.22, -0.19, -0.19, -0.23, -0.27, -0.10, -1.06, 0.69, 0.84, -0.49, -0.33, -0.35, 0.43, -0.31, -0.36, -0.29, -0.22, -0.21, -0.30, -0.02, 0.06, 0.06, 0.05, 0.05, 0.09, 0.02, 0.07, 0.08, 0.10, 0.10, 0.09, 0.10, 0.07, 0.10, 0.10, 0.10, 0.10, 0.07, 0.12, 0.10, 0.10, 0.06, 0.09, 0.11, 0.04, 0.11, 0.10, 0.11, 0.05, 0.10, 0.09, 0.07, 0.06, 0.07, 0.06, 0.06, 0.07, 0.08, 0.07, 0.04, -0.01, -0.03, -0.01, 0.00, -0.01, 0.00, 0.06, 0.06, 0.08, 0.06, 0.10, 0.08, 0.10, 0.07, 0.09, 0.10, 0.06, 0.06, -1.02, 0.52, 0.51, 0.02, 0.02, -1.04, 0.51, 0.50, 0.02, 0.02, -1.01, 0.51, 0.55, 0.00, 0.03, -1.04, 0.51, 0.52, 0.02, -0.01, -1.00, 0.55, 0.51, 0.02, 0.02, -1.04, 0.47, 0.49, 0.02, -0.02, -1.02, 0.51, 0.50, 0.02, 0.02], "e_tot_ev": -244639.46092, "total_charge": -1, "lumo_ev": 1.799}

Record 2
{"formula": "C7H18O2", "method": "the ωB97M-V functional and the def2-TZVPD basis", "symbols": ["C", "C", "C", "O", "O", "H", "H", "H", "H", "H", "H", "H", "H", "C", "C", "C", "H", "H", "H", "H", "H", "H", "C", "H", "H", "H", "H"], "positions_angstrom": [[-3.048, -0.445, 1.276], [-1.947, 0.017, 0.314], [-1.907, -0.858, -0.941], [-0.744, 0.013, 1.012], [-2.237, 1.336, -0.151], [-4.024, -0.348, 0.804], [-3.024, 0.169, 2.175], [-2.884, -1.483, 1.557], [-2.857, -0.803, -1.466], [-1.124, -0.500, -1.607], [-1.702, -1.890, -0.665], [0.143, -0.525, 0.545], [-2.200, 1.923, 0.613], [1.480, -1.530, 0.224], [2.355, -0.698, -0.407], [3.382, 0.096, 0.321], [0.949, -2.286, -0.336], [1.673, -1.774, 1.262], [2.434, -0.709, -1.487], [3.489, 1.093, -0.108], [4.351, -0.402, 0.217], [3.117, 0.187, 1.375], [0.905, 1.867, -0.904], [0.654, 1.264, 0.007], [0.001, 2.458, -1.017], [1.019, 1.284, -1.809], [1.745, 2.544, -0.806]], "atomic_forces_ev_per_a": [[0.212, 0.182, -0.233], [-0.336, -0.359, -0.467], [0.059, 0.278, 0.269], [2.985, -1.719, -0.677], [0.029, -0.150, 0.063], [-0.054, 0.001, -0.027], [0.009, 0.020, 0.074], [0.020, -0.062, 0.067], [-0.054, -0.026, -0.010], [0.069, 0.039, -0.043], [-0.019, -0.086, 0.009], [-3.502, 1.916, 1.279], [0.026, -0.057, -0.005], [2.104, -0.163, -0.934], [-0.514, -1.413, 0.865], [-0.133, 0.210, -0.088], [-0.326, 0.154, -0.146], [-0.419, 0.394, 0.248], [-0.353, 0.215, -0.100], [-0.003, -0.030, 0.064], [-0.017, 0.014, 0.089], [0.155, -0.012, 0.000], [-0.963, 0.152, 0.740], [0.830, 0.623, -1.038], [-0.039, 0.243, -0.264], [0.034, -0.331, 0.006], [0.202, -0.032, 0.258]], "nbo_charge": [-0.64, 0.51, -0.64, -0.80, -0.74, 0.21, 0.21, 0.21, 0.22, 0.22, 0.21, 0.50, 0.47, -0.57, -0.03, -0.67, 0.22, 0.22, 0.20, 0.23, 0.23, 0.22, -0.88, 0.24, 0.23, 0.20, 0.20], "e_tot_ev": -11644.37052, "total_charge": 0, "lumo_ev": 0.903, "relative_energy_kcal_mol": 27.5}

Record 3
{"formula": "C2H6N3S2", "method": "the ωB97M-V functional and the def2-TZVPD basis", "symbols": ["C", "C", "N", "N", "N", "S", "S", "H", "H", "H", "H", "H", "H"], "positions_angstrom": [[-0.893, -0.200, -1.375], [-0.763, 0.406, 1.039], [-1.200, 0.040, -0.148], [0.324, -0.564, -1.790], [1.462, -0.561, -1.009], [-0.477, -0.966, 2.226], [-0.318, 2.027, 1.287], [-1.701, -0.141, -2.175], [0.430, -0.863, -2.714], [1.603, -1.328, -0.370], [1.569, 0.351, -0.618], [-0.159, -0.225, 3.151], [0.124, 2.025, 2.495]], "atomic_forces_ev_per_a": [[-0.643, -0.210, -0.675], [0.460, -2.988, -0.906], [0.411, 1.017, 1.649], [-0.930, 0.231, 1.482], [0.156, 0.315, -0.481], [-1.644, -0.783, -4.073], [-0.668, 0.912, -1.824], [1.109, -0.277, 1.145], [0.231, -0.319, -1.598], [-0.427, -0.132, 0.038], [0.468, 0.321, 0.472], [1.027, 2.363, 3.165], [0.450, -0.449, 1.606]], "nbo_charge": [0.37, 0.03, -0.51, -0.37, -0.64, 0.21, 0.25, 0.25, 0.41, 0.39, 0.37, 0.11, 0.15], "e_tot_ev": -28303.30068, "total_charge": 1, "lumo_ev": -4.719, "relative_energy_kcal_mol": 53.3}

Record-wise HOMO energy values, in eV: -3.748; -9.633; -14.244
Record-wise orbital gap values, in eV: 5.547; 10.536; 9.525